{
  "formula": "C5H7NO",
  "method": "ωB97M-V/def2-TZVPD",
  "total_charge": 0,
  "homo_lumo_gap_ev": 8.13,
  "e_tot_ev": -8834.387,
  "elements": ["C", "N", "C", "C", "C", "C", "O", "H", "H", "H", "H", "H", "H", "H"],
  "coordinates": [[-1.62992, 0.24162, 0.67866], [-0.52614, 0.23803, -0.29588], [-0.04109, -1.07329, -0.70605], [1.29782, -1.08220, -0.53358], [1.81970, 0.15941, -0.04989], [0.80937, 1.06332, 0.20539], [0.57611, 2.19919, 0.56114], [-2.56920, -0.01794, 0.18300], [-1.70102, 1.23251, 1.13372], [-1.40241, -0.50424, 1.44092], [-0.74574, 0.86666, -1.07197], [-0.73413, -1.87082, -0.93620], [1.91529, -1.95260, -0.73585], [2.86140, 0.40078, 0.09415]],
  "nbo_charge": [-0.4116, -0.4559, -0.2085, -0.1345, -0.5388, 0.6165, -0.6319, 0.2056, 0.2384, 0.2203, 0.4221, 0.2146, 0.2246, 0.2389]
}


{
  "formula": "C5H7NO",
  "method": "ωB97M-V/def2-TZVPD",
  "total_charge": 0,
  "homo_lumo_gap_ev": 9.50,
  "e_tot_ev": -8832.298,
  "elements": ["C", "C", "C", "N", "C", "O", "C", "H", "H", "H", "H", "H", "H", "H"],
  "coordinates": [[0.09316, -1.48655, -1.30122], [-0.11524, -0.36799, -0.32807], [-0.79884, 0.83221, -0.56682], [-0.72441, 1.71868, 0.44652], [-0.41537, 0.83402, 1.58230], [-0.80401, 0.96244, 2.70064], [0.47117, -0.20666, 0.93922], [-0.40459, -1.27194, -2.25211], [-0.30551, -2.43090, -0.91504], [1.15979, -1.63624, -1.50335], [-1.22336, 1.13425, -1.52160], [0.76027, 1.84822, 0.50794], [1.00448, -0.96672, 1.50196], [1.30245, 1.03717, 0.70962]],
  "nbo_charge": [-0.6353, -0.0603, 0.0136, -0.5229, 0.6764, -0.4779, -0.3583, 0.2239, 0.2284, 0.2281, 0.2078, 0.1647, 0.2520, 0.0599]
}


{
  "formula": "C5H7NO",
  "method": "ωB97M-V/def2-TZVPD",
  "total_charge": 0,
  "homo_lumo_gap_ev": 9.41,
  "e_tot_ev": -8829.329,
  "elements": ["O", "C", "C", "C", "C", "C", "N", "H", "H", "H", "H", "H", "H", "H"],
  "coordinates": [[1.81653, -0.44464, -0.96078], [1.36136, -0.09345, 0.14796], [0.46764, 1.12174, 0.29035], [-0.95542, 0.86784, -0.08462], [-1.10378, -0.61534, -0.22282], [-0.40906, -0.74867, 0.96585], [-0.48867, 0.71495, 1.32147], [0.64281, -0.59726, -1.69028], [1.86340, -0.47973, 1.04260], [0.86307, 2.13432, 0.20987], [-1.65324, 1.63973, -0.39169], [-0.19234, -0.75869, -1.68586], [-1.89974, -1.21114, -0.65146], [-0.31256, -1.52967, 1.70940]],
  "nbo_charge": [-0.5781, 0.3077, -0.1504, -0.1332, -0.1453, -0.1808, -0.3492, 0.2030, 0.1746, 0.2205, 0.2316, -0.0792, 0.2464, 0.2324]
}


| no. | lowest unoccupied orbital energy (eV) | M (g mol⁻¹) |
| --- | --- | --- |
| 1 | 0.76 | 97.1 |
| 2 | -0.27 | 97.1 |
| 3 | 0.29 | 97.1 |